ORCA calculation (wB97M-V/def2-TZVPD) on a structure of composition C20H21FN4SSiZn.

Results
Highest occupied orbital energy ... -7.462 eV
Orbital gap ... 7.06 eV
LUMO energy ... -0.40 eV

Last column: Löwdin charge in e.
Cartesian coordinates (Å):
Zn 0.1000 0.6026 0.3804  0.50
C 0.2074 4.9835 1.3506  0.00
C 0.6743 3.5983 1.0200  -0.25
N 0.5085 2.5545 1.7183  0.01
N -0.1836 2.5523 2.8699  -0.01
C -0.3919 1.3472 3.4844  -0.86
N -1.2643 1.4252 4.5149  0.09
S 0.4036 -0.0543 3.0772  0.68
C 1.3949 3.3430 -0.2632  -0.21
C 1.8300 4.3689 -1.0834  -0.01
C 2.5003 4.0509 -2.2564  -0.05
C 2.7154 2.7240 -2.5749  -0.04
C 2.2360 1.7564 -1.7031  -0.11
N 1.5954 2.0585 -0.5793  0.06
H -0.5143 5.0029 2.1620  0.07
H 1.0534 5.6111 1.6404  0.10
H -0.2728 5.4385 0.4838  0.09
H -0.7602 3.3398 3.1194  0.14
H -1.9676 2.1463 4.5251  0.11
H -1.5233 0.5415 4.9198  0.09
H 1.6569 5.4018 -0.8157  0.11
H 2.8464 4.8375 -2.9149  0.11
H 3.2305 2.4354 -3.4799  0.11
H 2.3515 0.6982 -1.9108  0.09
C -3.2461 -2.4132 -3.6667  -0.10
C -3.4877 -1.8250 -2.4309  -0.09
C -2.4291 -1.5277 -1.5831  -0.11
C -1.1098 -1.8250 -1.9398  -0.35
C -0.8871 -2.4078 -3.1915  -0.12
C -1.9420 -2.6997 -4.0491  -0.10
Si 0.3237 -1.4585 -0.7724  0.63
C 0.4972 -2.9013 0.4412  -0.35
C 1.6035 -3.7568 0.4088  -0.12
C 1.7419 -4.7975 1.3217  -0.10
C 0.7659 -5.0091 2.2860  -0.10
C -0.3425 -4.1723 2.3357  -0.10
C -0.4673 -3.1289 1.4282  -0.14
H -4.0705 -2.6401 -4.3315  0.10
H -4.5022 -1.5862 -2.1339  0.10
H -2.6312 -1.0297 -0.6390  0.09
H 0.1269 -2.6462 -3.4970  0.09
H -1.7468 -3.1547 -5.0135  0.10
H 1.5292 -1.5993 -1.6577  -0.04
H 2.3677 -3.6100 -0.3477  0.09
H 2.6087 -5.4466 1.2768  0.10
H 0.8691 -5.8194 2.9980  0.10
H -1.1057 -4.3293 3.0892  0.10
H -1.3322 -2.4749 1.4945  0.09
F -1.5604 1.4952 0.4890  -0.54